No. 1
This record from the OMol25 dataset describes 12 unconnected molecules or ions with the total composition C22H36F5N7O29. The level of theory is ωB97M-V/def2-TZVPD.

Summary:
HOMO-LUMO gap = 10.2 eV
Net charge = 0
Lowest unoccupied orbital energy = -0.650 eV
Energy relative to the best compared isomer or geometry (same formula, charge and spin) = 106.4 kJ/mol
SMILES string = O=C1OC[C@@H](F)O1.O=C1OC[C@@H](F)O1.O=C1OC[C@@H](F)O1.O=C1OC[C@@H](F)O1.O=C1OC[C@@H](F)O1.C[N+](=O)[O-].C[N+](=O)[O-].C[N+](=O)[O-].C[N+](=O)[O-].C[N+](=O)[O-].C[N+](=O)[O-].C[N+](=O)[O-]

Element x y z (Å)
C1 1.05 3.47 3.78
C2 1.70 3.15 5.13
O1 2.17 4.41 5.53
C3 2.38 5.19 4.42
O2 3.08 6.14 4.35
O3 1.84 4.58 3.35
F1 2.73 2.27 5.01
H1 0.02 3.82 3.92
H2 1.09 2.67 3.05
H3 0.97 2.78 5.84
C4 -1.54 -2.39 -3.75
C5 -2.90 -3.07 -3.73
O4 -2.59 -4.37 -3.27
C6 -1.28 -4.61 -3.42
O5 -0.73 -5.65 -3.27
O6 -0.62 -3.45 -3.58
F2 -3.42 -3.07 -5.00
H4 -1.52 -1.76 -2.85
H5 -1.29 -1.87 -4.67
H6 -3.63 -2.68 -3.02
C7 3.42 -1.45 -4.34
C8 3.26 -1.91 -2.89
O7 3.72 -3.23 -2.96
C9 3.53 -3.71 -4.23
O8 3.65 -4.83 -4.56
O9 3.28 -2.66 -5.05
F3 1.92 -1.76 -2.63
H7 4.41 -1.00 -4.41
H8 2.64 -0.75 -4.62
H9 3.89 -1.37 -2.19
C10 -1.23 -3.05 3.89
C11 -2.34 -2.30 4.68
O10 -1.86 -0.98 4.76
C12 -0.56 -0.97 4.44
O11 0.10 0.02 4.58
O12 -0.18 -2.12 3.92
F4 -2.41 -2.84 5.93
H10 -1.52 -3.32 2.88
H11 -0.95 -3.92 4.48
H12 -3.28 -2.39 4.16
C13 -2.23 2.84 -2.76
C14 -1.14 3.18 -3.76
O13 -1.14 4.59 -3.75
C15 -1.63 5.00 -2.55
O14 -1.68 6.15 -2.23
O15 -2.14 3.97 -1.87
F5 -1.53 2.74 -5.00
H13 -2.02 1.91 -2.23
H14 -3.28 2.76 -3.04
H15 -0.17 2.72 -3.56
C16 -4.09 -4.35 -0.01
N1 -3.78 -2.90 -0.16
O16 -4.49 -2.08 0.36
O17 -2.76 -2.60 -0.77
H16 -3.81 -4.86 -0.92
H17 -5.16 -4.35 0.21
H18 -3.55 -4.76 0.84
C17 -2.50 2.00 2.68
N2 -3.24 0.95 1.97
O18 -3.54 -0.03 2.61
O19 -3.49 1.09 0.80
H19 -3.29 2.63 3.09
H20 -1.85 2.59 2.04
H21 -1.93 1.59 3.52
C18 -0.46 0.33 -0.45
N3 0.24 -0.07 0.82
O20 0.76 0.78 1.49
O21 0.21 -1.24 1.13
H22 -1.43 -0.17 -0.35
H23 0.10 0.02 -1.32
H24 -0.62 1.40 -0.46
C19 0.61 5.79 0.13
N4 -0.07 4.66 0.79
O22 -1.11 4.88 1.38
O23 0.50 3.58 0.76
H25 -0.18 6.48 -0.17
H26 1.18 5.40 -0.71
H27 1.35 6.22 0.80
C20 0.77 -3.95 -0.46
N5 0.35 -5.03 0.46
O24 0.38 -4.81 1.67
O25 -0.06 -6.08 0.02
H28 0.83 -4.42 -1.44
H29 1.70 -3.51 -0.13
H30 -0.01 -3.19 -0.45
C21 3.49 -0.67 2.19
N6 3.55 -0.80 0.74
O26 3.75 -1.91 0.27
O27 3.29 0.16 0.02
H31 2.73 -1.27 2.67
H32 3.32 0.39 2.40
H33 4.48 -0.91 2.59
C22 2.46 2.83 -1.58
N7 2.58 1.64 -2.46
O28 1.57 1.05 -2.79
O29 3.71 1.34 -2.75
H34 1.85 3.65 -1.96
H35 3.45 3.22 -1.38
H36 2.20 2.42 -0.60

No. 2
This record from the OMol25 dataset describes a molecular structure, C40H45AlBeCl3F5N5NaO12S3. The level of theory is ωB97M-V/def2-TZVPD.

Summary:
HOMO-LUMO gap = 2.6 eV
Net charge = +2
Lowest unoccupied orbital energy = -8.223 eV

Element x y z (Å)
C1 0.04 6.62 -1.59
N1 1.01 7.24 -0.64
C2 1.82 6.23 0.09
C3 2.48 5.16 -0.86
C4 3.21 5.61 -2.03
F1 3.27 6.96 -2.26
C5 3.91 4.64 -2.95
C6 3.84 3.23 -2.64
C7 4.58 2.15 -3.52
C8 5.24 2.75 -4.82
C9 4.19 3.07 -5.97
O1 3.06 2.18 -5.95
C10 3.07 2.73 -1.44
N2 3.05 1.33 -1.23
C11 2.31 0.93 -0.14
C12 1.60 1.94 0.77
C13 0.75 1.35 1.98
C14 -0.71 1.01 1.39
C15 -0.77 -0.47 0.82
S1 -1.50 -0.62 -0.87
C16 -2.78 0.70 -1.10
S2 -4.23 0.51 -0.30
N3 -2.53 1.82 -1.95
C17 -3.00 2.06 -3.28
C18 -2.51 3.35 -3.71
N4 -1.73 3.92 -2.65
C19 -1.78 2.97 -1.68
N5 1.61 3.37 0.65
C20 2.37 3.69 -0.52
H1 0.49 6.72 -2.63
H2 -0.19 5.54 -1.38
H3 -0.94 7.18 -1.52
H4 0.43 7.71 0.06
H5 2.63 6.80 0.64
H6 1.17 5.77 0.88
H7 4.45 5.05 -3.84
H8 5.42 1.69 -2.92
H9 3.87 1.31 -3.74
H10 5.93 3.62 -4.64
H11 5.89 1.93 -5.25
H12 4.74 2.86 -6.94
H13 3.92 4.17 -6.00
H14 2.50 2.45 -6.69
H15 2.21 -0.16 0.09
H16 0.62 2.15 2.76
H17 1.29 0.44 2.35
H18 -1.46 1.20 2.21
H19 -0.90 1.76 0.59
H20 0.28 -0.84 0.75
H21 -1.36 -1.14 1.51
H22 -3.64 1.39 -3.90
H23 -2.66 3.91 -4.65
H24 -1.20 3.24 -0.77
Na1 3.58 2.70 1.56
C21 5.77 8.05 -4.02
O2 5.97 8.61 -2.96
O3 6.19 6.91 -4.32
O4 5.12 8.52 -4.98
Be1 -6.59 1.10 0.51
C22 -3.39 -3.46 -0.22
C23 -4.75 -2.94 -0.65
O5 -5.14 -3.39 -1.93
C24 -5.73 -4.70 -2.06
O6 -6.75 -4.87 -1.21
C25 -4.69 -5.86 -1.97
F2 -3.55 -5.52 -2.59
F3 -5.14 -6.95 -2.59
F4 -4.36 -6.22 -0.71
H25 -2.69 -3.47 -1.06
H26 -2.98 -2.83 0.58
H27 -3.46 -4.48 0.17
H28 -4.68 -1.85 -0.74
H29 -5.51 -3.13 0.12
H30 -5.97 -4.70 -3.13
Cl1 -8.44 -3.82 -0.77
Al1 -2.82 -4.96 1.52
C26 -5.83 -1.36 5.79
C27 -5.94 -2.87 5.81
O7 -5.91 -3.26 4.43
S3 -4.98 -2.23 3.61
O8 -3.68 -2.80 3.48
O9 -5.72 -1.75 2.49
O10 -4.91 -1.07 4.73
H31 -6.79 -0.89 5.54
H32 -5.47 -0.96 6.73
H33 -6.86 -3.21 6.28
H34 -5.09 -3.33 6.31
F5 1.44 -2.79 0.46
C28 2.35 -3.00 1.44
C29 3.70 -2.89 1.14
C30 4.64 -3.11 2.14
C31 4.22 -3.44 3.43
C32 2.86 -3.56 3.71
C33 1.92 -3.33 2.71
H35 4.01 -2.64 0.13
H36 5.69 -3.01 1.93
H37 4.95 -3.62 4.21
H38 2.53 -3.83 4.71
H39 0.86 -3.41 2.91
C34 9.29 7.73 -5.77
Cl2 9.21 9.00 -4.54
Cl3 10.96 7.41 -6.25
H40 8.87 6.81 -5.35
H41 8.72 8.04 -6.64
C35 -1.22 -8.61 6.26
C36 -1.62 -7.35 6.10
C37 -2.79 -7.02 5.27
O11 -3.16 -5.87 5.12
C38 -3.51 -8.14 4.62
C39 -3.11 -9.40 4.78
C40 -1.93 -9.74 5.62
O12 -1.57 -10.88 5.77
H42 -0.36 -8.87 6.87
H43 -1.11 -6.52 6.57
H44 -4.37 -7.88 4.02
H45 -3.63 -10.24 4.32

No. 3
This record from the OMol25 dataset describes a molecular structure, C42H65AsN6O4PS2Sn. The level of theory is ωB97M-V/def2-TZVPD.

Summary:
HOMO-LUMO gap = 7.8 eV
Net charge = +1
Lowest unoccupied orbital energy = -2.242 eV
Energy relative to the best compared isomer or geometry (same formula, charge and spin) = 39.5 kJ/mol

Element x y z (Å)
Sn1 0.13 -0.01 -0.19
O1 2.57 1.09 0.85
S1 3.14 -0.02 0.08
O2 2.39 -1.22 0.31
O3 2.74 0.43 -1.39
O4 4.55 -0.10 0.16
C1 3.15 2.08 4.21
C2 4.04 1.09 4.95
C3 3.41 -0.30 5.10
C4 3.16 -1.01 3.76
N1 1.93 -0.59 3.12
C5 0.73 -1.10 3.34
S2 -0.56 -0.79 2.23
N2 0.51 -1.83 4.43
C6 -0.75 -2.38 4.89
C7 -1.10 -1.89 6.30
C8 -1.65 -0.46 6.36
C9 -0.64 0.61 5.97
H1 3.55 3.08 4.30
H2 2.14 2.08 4.62
H3 3.09 1.84 3.15
H4 4.25 1.47 5.95
H5 4.99 0.99 4.43
H6 2.47 -0.19 5.64
H7 4.08 -0.92 5.70
H8 3.13 -2.09 3.91
H9 3.97 -0.79 3.06
H10 2.04 -0.02 2.29
H11 1.28 -1.97 5.07
H12 -0.67 -3.47 4.89
H13 -1.52 -2.08 4.18
H14 -0.22 -1.98 6.95
H15 -1.86 -2.56 6.70
H16 -1.97 -0.28 7.39
H17 -2.52 -0.38 5.72
H18 0.28 0.50 6.54
H19 -1.05 1.59 6.18
H20 -0.41 0.56 4.91
N3 -1.52 -0.58 -1.09
P1 -2.56 -1.67 -1.55
N4 -3.13 -1.38 -3.09
C10 -2.55 -0.34 -3.92
C11 -3.43 -0.16 -5.15
C12 -3.41 -1.42 -6.02
C13 -3.33 -2.69 -5.16
C14 -3.90 -2.41 -3.77
N5 -1.92 -3.22 -1.66
C15 -1.92 -4.13 -0.53
C16 -0.53 -4.27 0.09
C17 0.45 -4.88 -0.93
C18 -0.01 -4.57 -2.37
C19 -0.66 -3.20 -2.39
N6 -3.94 -1.82 -0.59
C20 -3.67 -1.55 0.82
C21 -3.90 -0.08 1.15
C22 -5.38 0.29 0.97
C23 -6.07 -0.69 0.02
C24 -5.14 -1.12 -1.10
H21 -1.53 -0.59 -4.23
H22 -2.50 0.57 -3.32
H23 -3.09 0.70 -5.73
H24 -4.45 0.05 -4.82
H25 -2.56 -1.39 -6.70
H26 -4.32 -1.44 -6.63
H27 -2.29 -3.01 -5.06
H28 -3.88 -3.50 -5.62
H29 -3.87 -3.31 -3.15
H30 -4.94 -2.09 -3.88
H31 -2.26 -5.11 -0.88
H32 -2.64 -3.77 0.20
H33 -0.59 -4.90 0.97
H34 -0.17 -3.28 0.39
H35 0.52 -5.96 -0.80
H36 1.44 -4.45 -0.77
H37 -0.72 -5.32 -2.72
H38 0.84 -4.58 -3.05
H39 -0.87 -2.86 -3.41
H40 0.05 -2.47 -1.93
H41 -2.62 -1.78 1.01
H42 -4.30 -2.19 1.44
H43 -3.26 0.50 0.48
H44 -3.57 0.12 2.17
H45 -5.46 1.30 0.56
H46 -5.89 0.28 1.93
H47 -6.95 -0.22 -0.42
H48 -6.40 -1.57 0.57
H49 -4.85 -0.24 -1.68
H50 -5.66 -1.82 -1.76
C25 0.12 5.68 0.42
C26 0.63 5.70 -0.87
C27 1.32 4.59 -1.35
C28 1.47 3.46 -0.55
C29 0.96 3.45 0.74
C30 0.29 4.57 1.22
As1 2.68 2.18 -1.42
C31 2.05 2.11 -3.25
C32 2.89 1.66 -4.26
C33 2.36 1.35 -5.50
C34 0.99 1.45 -5.72
C35 0.15 1.86 -4.70
C36 0.68 2.18 -3.46
C37 4.43 2.92 -1.18
C38 4.99 2.93 0.10
C39 6.23 3.52 0.29
C40 6.89 4.12 -0.76
C41 6.31 4.14 -2.02
C42 5.09 3.54 -2.24
H51 -0.39 6.55 0.80
H52 0.50 6.56 -1.50
H53 1.74 4.59 -2.36
H54 1.12 2.60 1.38
H55 -0.08 4.56 2.24
H56 3.95 1.54 -4.07
H57 3.01 1.01 -6.30
H58 0.58 1.19 -6.68
H59 -0.92 1.92 -4.86
H60 0.02 2.50 -2.64
H61 4.45 2.48 0.92
H62 6.67 3.52 1.28
H63 7.86 4.58 -0.61
H64 6.82 4.65 -2.84
H65 4.62 3.57 -3.22

No. 4
This record from the OMol25 dataset describes 2 unconnected molecules or ions with the total composition C8H11NO. The level of theory is ωB97M-V/def2-TZVPD.

Summary:
HOMO-LUMO gap = 8.7 eV
Net charge = 0
Lowest unoccupied orbital energy = 0.704 eV
Energy relative to the best compared isomer or geometry (same formula, charge and spin) = 298.7 kJ/mol
SMILES string = c1ccccc1.CC(N)=O

Element x y z (Å)
C1 2.12 -0.46 0.02
C2 1.15 -1.45 0.26
C3 0.07 -1.54 -0.56
C4 -0.12 -0.67 -1.62
C5 0.71 0.40 -1.79
C6 1.86 0.44 -1.04
C7 -1.05 0.29 1.25
C8 -1.18 1.62 1.72
H1 3.06 -0.37 0.61
H2 1.35 -2.28 1.03
H3 -0.66 -2.35 -0.43
H4 -0.99 -0.77 -2.29
H5 0.55 1.25 -2.50
H6 2.65 1.16 -1.40
H7 -1.70 -1.14 -0.26
H8 -1.94 0.61 -0.61
H9 -1.75 1.59 2.66
H10 -1.55 2.28 0.90
H11 -0.27 2.02 2.02
N1 -1.51 -0.08 0.00
O1 -0.80 -0.56 2.04

No. 5
This record from the OMol25 dataset describes 4 unconnected molecules or ions with the total composition C14H41NO3P. The level of theory is ωB97M-V/def2-TZVPD.

Summary:
HOMO-LUMO gap = 5.4 eV
Net charge = -1
Lowest unoccupied orbital energy = 2.505 eV

Element x y z (Å)
N1 -1.89 -0.04 0.58
C1 -1.92 1.37 0.13
C2 -3.19 2.11 0.47
P1 -4.76 1.48 -0.45
H1 -2.10 -0.06 1.58
H2 -2.72 -0.47 0.16
H3 -1.82 1.34 -0.96
H4 -1.02 1.86 0.52
H5 -3.09 3.17 0.19
H6 -3.41 2.06 1.55
H7 -5.01 0.48 0.64
H8 -5.55 2.49 0.30
H9 -4.50 2.45 -1.56
H10 -3.95 0.44 -1.20
H11 -5.96 1.01 -1.15
C3 -0.30 -6.22 0.42
C4 -1.60 -5.56 -0.02
O1 -1.84 -4.29 0.56
C5 -0.85 -3.30 0.29
C6 -0.62 -3.03 -1.19
H12 -0.24 -6.24 1.51
H13 -0.27 -7.24 0.06
H14 0.57 -5.70 0.03
H15 -2.45 -6.17 0.29
H16 -1.62 -5.49 -1.11
H17 0.09 -3.59 0.78
H18 -1.19 -2.39 0.77
H19 -0.14 -3.86 -1.71
H20 0.01 -2.15 -1.29
H21 -1.57 -2.80 -1.68
C7 1.48 3.88 0.24
C8 0.46 4.63 -0.61
O2 -0.78 4.83 0.03
C9 -0.76 5.57 1.23
C10 -0.33 7.02 1.04
H22 1.05 2.96 0.62
H23 2.35 3.63 -0.38
H24 1.84 4.48 1.08
H25 0.22 4.04 -1.49
H26 0.88 5.58 -0.95
H27 -0.12 5.08 1.98
H28 -1.78 5.52 1.60
H29 0.72 7.10 0.77
H30 -0.47 7.57 1.98
H31 -0.93 7.50 0.27
C11 5.67 -2.13 -1.07
C12 4.32 -1.62 -1.55
O3 3.26 -2.54 -1.35
C13 3.00 -2.89 0.00
C14 2.67 -1.72 0.90
H32 5.88 -3.11 -1.50
H33 6.45 -1.44 -1.39
H34 5.72 -2.21 0.01
H35 4.34 -1.45 -2.63
H36 4.09 -0.66 -1.08
H37 3.83 -3.47 0.41
H38 2.14 -3.56 -0.06
H39 3.53 -1.07 1.08
H40 2.33 -2.09 1.87
H41 1.85 -1.12 0.48

No. 6
This record from the OMol25 dataset describes a molecular structure, C7H11N2. The level of theory is ωB97M-V/def2-TZVPD.

Summary:
HOMO-LUMO gap = 8.7 eV
Net charge = +1
Lowest unoccupied orbital energy = -3.444 eV
Energy relative to the best compared isomer or geometry (same formula, charge and spin) = 462.8 kJ/mol

Element x y z (Å)
C1 -1.68 0.98 0.16
C2 -2.88 0.39 -0.04
C3 -1.30 -1.09 -0.25
C4 -0.66 0.06 0.09
C5 2.35 -1.79 0.32
C6 1.98 -0.68 -0.34
C7 1.30 0.44 0.36
N1 -2.63 -0.90 -0.24
N2 1.26 1.89 -0.08
H1 -1.53 2.08 -0.07
H2 -3.95 0.76 0.05
H3 -0.76 -2.08 -0.24
H4 2.77 -2.64 -0.12
H5 2.10 -1.68 1.38
H6 2.25 -0.63 -1.39
H7 1.28 0.20 1.39
H8 -3.38 -1.54 -0.38
H9 0.26 2.02 0.31
H10 1.24 1.69 -1.09
H11 1.98 2.52 0.18

| no. | HOMO (eV) | M (g mol⁻¹) |
| --- | --- | --- |
| 1 | -10.8 | 957.540 |
| 2 | -10.8 | 1144.357 |
| 3 | -10.0 | 1006.761 |
| 4 | -8.0 | 137.182 |
| 5 | -2.9 | 302.460 |
| 6 | -12.2 | 123.179 |